[1]
13
Properties=species:S:1:pos:R:3:forces:R:3 method="wB97M-V/def2-TZVPD" charge=0 energy_ha=-609.31144 e_homo_ha=-0.31131 molar_mass_g_mol=101.2 de_lowest_ev=6.722 homo_lumo_gap_ha=0.316
C 0.41912 0.65690 -1.25822 3.168 3.471 -1.833
C -0.40357 -0.41359 -0.63702 -2.167 0.695 -8.083
C -1.30197 -0.08407 0.40937 -2.536 -0.722 3.096
C 1.05743 -0.62850 1.31057 0.220 1.372 -0.331
H 1.74489 0.48934 -0.95158 -4.407 0.650 -1.224
H 0.40314 0.71777 -2.66319 -0.194 0.056 4.886
H 0.00959 1.86934 -0.56721 1.631 -3.652 -2.672
H -1.04387 -1.16517 -1.22131 1.894 0.804 -0.522
H -2.28179 -0.62184 0.52988 1.307 0.036 -0.293
H -1.44044 0.87114 0.90078 1.098 0.219 -0.068
H 2.16907 -0.38652 0.71227 -3.363 -1.224 1.929
N -0.04838 -0.88898 0.51152 1.984 -1.490 6.117
S 0.71678 -0.41585 2.92414 1.364 -0.216 -1.002

***

[2]
13
Properties=species:S:1:pos:R:3:forces:R:3 method="wB97M-V/def2-TZVPD" charge=0 energy_ha=-609.48681 e_homo_ha=-0.31298 molar_mass_g_mol=101.2 de_lowest_ev=1.950 homo_lumo_gap_ha=0.343
C -1.43509 -0.22352 1.75313 -1.106 -1.581 2.669
C -0.44282 -0.70041 0.82983 1.759 -0.516 -0.150
C 0.05651 0.10827 -0.09016 0.823 -2.058 -0.241
C 1.14532 -0.41466 -0.91297 0.204 -0.119 -0.214
H -2.19181 -0.99496 1.82983 -0.726 -0.120 -0.140
H -1.91571 0.69390 1.49015 -0.013 0.664 -0.091
H -1.09624 -0.24659 2.83343 0.067 0.532 -1.135
H 0.02689 -1.71931 0.93047 -0.733 1.073 0.122
H -0.38526 1.05027 -0.24557 -0.155 1.179 -0.277
H 1.60220 -1.41980 -0.62398 -0.661 1.339 -0.406
H 1.98462 2.02185 -3.44659 -1.398 -0.884 1.684
N 1.63841 0.16377 -1.93128 0.638 0.164 -0.553
S 1.01297 1.68120 -2.41627 1.301 0.326 -1.267

***

[3]
14
Properties=species:S:1:pos:R:3:forces:R:3 method="wB97M-V/def2-TZVPD" charge=0 energy_ha=-1007.67939 e_homo_ha=-0.31609 molar_mass_g_mol=133.2 de_lowest_ev=1.493 homo_lumo_gap_ha=0.309
C -1.43765 -0.44996 0.41461 -1.164 -1.244 2.672
C -0.69457 -0.53646 1.79411 1.169 -1.362 -2.004
C 0.05866 0.90531 -0.78774 0.365 -0.457 -1.521
C 1.07007 0.61124 -1.91230 -1.388 -1.220 0.816
N -0.98550 0.04498 -0.61810 0.483 0.771 -1.688
S 0.65146 -1.85481 1.73685 -0.531 -0.092 -0.359
S 0.04926 2.35958 -0.12441 0.034 1.406 1.002
H -2.49155 -0.92650 0.34789 1.856 0.554 0.321
H -0.03503 0.20291 2.19969 -0.729 1.395 -0.324
H -1.34628 -0.91640 2.51791 -1.041 -0.291 1.175
H 1.92767 1.24461 -1.66839 0.247 -0.820 -0.274
H 0.61896 1.00848 -2.83469 0.132 -0.290 0.203
H 1.14259 -0.52844 -1.99168 0.641 1.659 -0.101
H 1.47192 -1.16453 0.92625 -0.074 -0.009 0.082

***

[4]
14
Properties=species:S:1:pos:R:3:forces:R:3 method="wB97M-V/def2-TZVPD" smiles=N[C@@H]1[C@H]2SCS[C@@H]12 charge=0 energy_ha=-1007.71162 e_homo_ha=-0.31273 molar_mass_g_mol=133.2 de_lowest_ev=0.616 homo_lumo_gap_ha=0.343
C 0.66555 1.18803 0.78761 0.172 -0.463 -0.463
C -0.64502 0.85447 0.11721 0.386 -0.164 -0.439
C -0.49506 -1.46965 -1.18259 0.500 -0.320 -0.698
C -0.01947 -0.13047 1.06293 0.011 0.222 -0.030
H 0.67794 3.10659 1.42086 -0.040 -0.192 0.145
H 1.37809 2.06777 2.46967 0.182 -0.063 0.164
H 1.54995 1.09965 0.14357 -0.283 0.092 0.174
H -1.50999 1.39591 0.45437 -0.225 0.040 0.067
H -0.00476 -1.99618 -2.04504 -0.414 0.496 0.832
H -1.47533 -1.90215 -1.01196 -0.057 -0.090 0.062
H -0.49052 -0.23258 2.02329 -0.110 -0.074 0.227
N 0.61505 2.17241 1.82121 -0.137 0.438 -0.172
S -0.65486 0.29165 -1.59936 0.121 -0.001 0.425
S 0.56319 -1.62916 0.29222 -0.107 0.077 -0.296

***

[5]
13
Properties=species:S:1:pos:R:3:forces:R:3 method="wB97M-V/def2-TZVPD" charge=0 energy_ha=-500.59802 e_homo_ha="-0.28795 / -0.23563" molar_mass_g_mol=97.2 de_lowest_ev=4.377 homo_lumo_gap_ha="0.312 / 0.197"
C -0.82647 3.02316 -1.03803 -1.374 1.559 -1.286
C -0.44564 1.96762 -0.62102 1.948 1.206 0.605
C 0.42686 1.34912 0.23312 1.979 0.958 0.542
C -0.19952 -1.47634 -0.30184 1.806 -0.796 1.635
N 0.60883 -2.60154 -0.58788 2.357 0.363 4.629
Si -0.11925 0.00677 1.07774 -1.959 -5.452 0.384
H -1.19215 3.96310 -1.35089 -0.324 0.111 -0.298
H 1.34348 1.73571 0.84777 -1.502 0.150 -2.183
H -0.73130 -1.13665 -1.13196 -1.076 0.198 -1.547
H 1.22453 -2.99156 0.26044 -1.774 1.907 -2.005
H 0.46171 -3.48646 -1.01702 -1.380 0.130 -1.518
H 0.98024 -0.24387 1.95210 0.462 -0.660 1.192
H -1.53132 -0.10907 1.67747 0.839 0.326 -0.151

***

[6]
13
Properties=species:S:1:pos:R:3:forces:R:3 method="wB97M-V/def2-TZVPD" charge=0 energy_ha=-500.58529 e_homo_ha="-0.30771 / -0.32536" molar_mass_g_mol=97.2 de_lowest_ev=4.723 homo_lumo_gap_ha="0.284 / 0.304"
C -3.80651 0.48133 0.75208 -1.962 1.806 -0.248
C -2.95625 -0.19077 0.20061 1.140 -0.342 0.124
C -1.81999 -0.79712 -0.19021 3.136 2.242 -2.726
C -0.28243 0.24188 -1.24283 -4.426 0.241 2.590
N 1.45838 0.18302 1.10459 0.617 2.159 1.708
Si 1.36482 -0.20536 -0.53088 -0.458 0.570 -0.121
H -4.60725 1.24333 0.76162 0.851 -1.103 0.379
H -1.60611 -1.75113 -0.58318 -0.311 -1.135 0.201
H -0.66064 1.36779 -1.24415 0.899 -2.477 -0.206
H 1.55696 1.10819 1.60558 -0.170 -1.481 -1.513
H 1.13050 -0.45338 1.77678 -0.432 -1.042 0.852
H 1.95825 0.91891 -1.17371 1.409 0.495 -0.685
H 1.91334 -1.57096 -0.65605 -0.292 0.067 -0.355